Record 1
C3H10Cl2N3P3 | wB97M-V/def2-TZVPD

XYZ file:
```
21
Properties=species:S:1:pos:R:3:nbo_charge:R:1
C -1.987 -1.383 1.204 -0.400
C -0.765 3.378 -0.492 -0.949
C 1.526 -2.353 -1.344 -0.971
N -1.025 0.892 0.995 -0.914
N 0.345 -1.009 0.821 -0.820
N -0.955 -0.524 0.644 -0.169
P 0.236 0.668 -1.857 -0.151
P -0.101 1.725 0.041 1.351
P 1.119 -0.718 -0.628 1.259
Cl 1.635 2.288 0.846 -0.233
Cl 3.651 -0.263 0.362 -0.554
H -1.740 -2.375 1.014 0.207
H -2.026 -1.312 2.392 0.168
H -3.001 -1.077 0.845 0.223
H -1.531 3.200 -1.261 0.245
H -1.251 3.829 0.372 0.259
H 0.104 4.018 -0.900 0.261
H 0.824 -3.063 -1.615 0.255
H 1.737 -1.898 -2.284 0.237
H 2.440 -2.804 -0.846 0.284
H 0.764 -1.221 1.691 0.408
```

The value obtained for the LUMO energy is -1.5 eV. Its total energy is -2228.9108 Eh. For the relative energy (zero: lowest compared OMol25 entry of this formula, charge and spin), the calculation gives 30.58 kcal/mol. The HOMO energy is -8.271 eV.



Record 2
C30H39N6ORuS2 | wB97M-V/def2-TZVPD

XYZ file:
```
79
Properties=species:S:1:pos:R:3:mulliken_spin:R:1
Ru 0.737 1.084 0.089 0.918
C 0.119 2.370 6.111 -0.001
C -0.672 2.669 4.848 0.002
N 0.175 3.234 3.800 -0.002
C 0.537 2.675 2.648 0.003
S -0.142 1.099 2.200 0.028
N 1.381 3.336 1.891 -0.001
N 1.690 2.711 0.727 -0.022
C 2.827 2.957 0.142 0.019
C 3.833 3.880 0.736 -0.004
C 3.041 2.271 -1.146 0.030
C 4.198 2.452 -1.887 0.002
C 4.319 1.834 -3.123 -0.001
C 3.271 1.056 -3.583 0.007
C 2.156 0.903 -2.778 0.000
N 2.032 1.478 -1.585 0.015
H -0.558 2.138 6.931 0.000
H 0.718 3.231 6.409 0.000
H 0.787 1.521 5.964 0.000
H -1.478 3.376 5.050 0.000
H -1.132 1.764 4.457 0.000
H 0.630 4.115 4.000 0.000
H 3.347 4.545 1.443 0.001
H 4.336 4.466 -0.029 0.001
H 4.591 3.307 1.277 0.003
H 4.998 3.069 -1.507 0.000
H 5.215 1.965 -3.715 0.000
H 3.308 0.564 -4.544 0.000
H 1.335 0.277 -3.100 -0.002
C -2.100 0.833 -0.533 0.003
C -3.412 1.384 -1.153 -0.002
N -3.159 2.607 -1.897 0.000
C -2.627 3.627 -1.008 0.001
C -1.316 3.144 -0.330 0.002
N -0.970 1.774 -0.842 -0.079
C -0.848 1.854 -2.329 0.022
C -2.191 2.331 -2.942 -0.003
H -1.822 -0.140 -0.940 0.013
H -2.180 0.757 0.548 0.003
H -4.140 1.594 -0.370 0.000
H -3.849 0.644 -1.822 0.001
H -3.374 3.858 -0.250 0.000
H -2.448 4.536 -1.582 0.000
H -1.425 3.074 0.748 0.007
H -0.469 3.794 -0.552 -0.005
H -0.592 0.853 -2.673 -0.001
H -0.036 2.540 -2.556 -0.002
H -2.598 1.565 -3.602 0.000
H -2.037 3.232 -3.535 0.000
O 0.553 -0.910 -0.458 0.038
S 1.132 -2.295 -0.116 0.002
C 0.114 -2.845 1.267 -0.002
C 0.454 -4.256 1.665 0.000
C -0.572 -5.162 1.919 0.000
C -0.277 -6.463 2.295 0.000
C 1.044 -6.873 2.407 0.000
C 2.071 -5.975 2.155 0.000
C 1.779 -4.668 1.790 0.000
C 0.493 -3.361 -1.451 -0.001
C -0.894 -3.003 -1.882 -0.001
C -2.005 -3.622 -1.318 0.002
C -3.285 -3.267 -1.725 0.000
C -3.462 -2.305 -2.709 0.000
C -2.355 -1.702 -3.295 -0.001
C -1.080 -2.046 -2.877 0.001
H -0.923 -2.744 0.942 0.000
H 0.304 -2.110 2.053 0.002
H -1.605 -4.845 1.835 0.000
H -1.080 -7.158 2.500 0.000
H 1.273 -7.889 2.696 0.000
H 3.102 -6.288 2.250 0.000
H 2.592 -3.971 1.622 0.000
H 0.574 -4.369 -1.039 0.001
H 1.219 -3.266 -2.258 0.000
H -1.870 -4.403 -0.580 0.000
H -4.144 -3.762 -1.292 0.000
H -4.459 -2.051 -3.044 0.000
H -2.490 -0.991 -4.101 0.000
H -0.213 -1.608 -3.359 0.000
```

The value obtained for the LUMO energy (alpha / beta) is -6.8 / -7.2 eV. Its total charge is +2. Its total energy is -2461.1000 Eh. As for the spin multiplicity: 2. For the relative energy (zero: lowest compared OMol25 entry of this formula, charge and spin), the calculation gives 9.59 kcal/mol. The expectation value of S² is 0.760. The HOMO energy (alpha / beta) is -13.735 / -13.758 eV.



Record 3
C3H5N2O2 | wB97M-V/def2-TZVPD

XYZ file:
```
12
Properties=species:S:1:pos:R:3:nbo_charge:R:1
C -1.651 1.958 1.948 0.527
N -1.146 0.912 1.710 -0.284
C -0.462 -0.067 1.071 0.697
O -0.114 -1.120 1.415 -0.358
N -0.203 0.510 -0.640 -0.277
O 0.135 -0.497 -1.459 -0.336
C 1.405 -1.181 -1.344 -0.256
H -2.041 2.851 2.271 0.293
H -1.106 0.718 -1.107 0.384
H 2.014 -0.436 -0.901 0.190
H 1.741 -1.492 -2.235 0.213
H 1.427 -2.155 -0.729 0.206
```

The value obtained for the LUMO energy (alpha / beta) is -6.8 / -6.8 eV. Its total charge is +1. Its total energy is -376.8011 Eh. Its SMILES is C#[N+]C(=O)NOC. For the relative energy (zero: lowest compared OMol25 entry of this formula, charge and spin), the calculation gives 147.49 kcal/mol. The HOMO energy (alpha / beta) is -13.388 / -13.390 eV.



Record 4
C4H12 | wB97M-V/def2-TZVPD

XYZ file:
```
16
Properties=species:S:1:pos:R:3:nbo_charge:R:1
C 1.495 2.231 0.500 -0.605
C 0.793 1.840 -0.806 -0.606
H 0.895 2.846 1.165 0.205
H 1.797 1.308 0.999 0.201
H 2.431 2.725 0.247 0.203
H 1.409 1.093 -1.308 0.201
H 0.712 2.704 -1.470 0.199
H -0.224 1.453 -0.750 0.202
C -1.412 -1.901 -0.570 -0.620
C -0.934 -2.103 0.874 -0.616
H -2.468 -2.117 -0.663 0.211
H -1.047 -1.013 -1.069 0.210
H -0.912 -2.745 -1.071 0.203
H -0.820 -1.128 1.375 0.200
H -0.018 -2.664 1.020 0.205
H -1.697 -2.529 1.528 0.206
```

The value obtained for the LUMO energy is 1.1 eV. Its total energy is -159.5709 Eh. Its SMILES is CC.CC. For the relative energy (zero: lowest compared OMol25 entry of this formula, charge and spin), the calculation gives 8.81 kcal/mol. The HOMO energy is -11.534 eV.



Record 5
CHF3O3S | wB97M-V/def2-TZVPD

XYZ file:
```
9
Properties=species:S:1:pos:R:3:nbo_charge:R:1
O 1.207 -0.540 1.339 -0.879
S 1.270 -0.401 -0.065 2.177
O 1.904 -1.334 -0.901 -0.886
O -0.298 -0.376 -0.694 -0.678
C -1.234 0.266 -0.035 1.157
F -0.842 1.007 1.000 -0.315
F -1.886 1.124 -0.867 -0.324
F -2.127 -0.533 0.478 -0.298
H 2.006 0.788 -0.254 0.047
```

The value obtained for the LUMO energy is -0.2 eV. Its total energy is -962.1744 Eh. Its SMILES is O=[SH](=O)OC(F)(F)F. For the relative energy (zero: lowest compared OMol25 entry of this formula, charge and spin), the calculation gives 20.37 kcal/mol. The HOMO energy is -12.879 eV.



Record 6
C4H5HgLiO2 | wB97M-V/def2-TZVPD

XYZ file:
```
13
Properties=species:S:1:pos:R:3:mulliken_spin:R:1
C -0.320 -1.229 -1.213 0.734
C 0.507 -0.003 -1.300 0.065
C -0.098 0.900 -0.279 0.490
C -0.050 0.778 1.083 0.042
O -0.354 1.696 1.934 0.381
O 0.055 -2.261 -0.616 0.182
Li 1.471 -2.690 0.432 0.038
Hg -1.040 2.360 4.203 0.004
H -1.401 -1.126 -1.430 0.004
H 0.155 0.123 -2.408 0.005
H 1.597 -0.108 -1.264 0.019
H -0.601 1.784 -0.684 0.020
H 0.079 -0.223 1.543 0.016
```

The value obtained for the LUMO energy (alpha / beta) is -1.2 / -1.5 eV. Its total energy is -466.6934 Eh. As for the spin multiplicity: 3. For the relative energy (zero: lowest compared OMol25 entry of this formula, charge and spin), the calculation gives 9.31 kcal/mol. The expectation value of S² is 2.021. The HOMO energy (alpha / beta) is -4.759 / -7.780 eV.



Record 7
C17H14F4N4O3 | wB97M-V/def2-TZVPD

XYZ file:
```
42
Properties=species:S:1:pos:R:3:nbo_charge:R:1
C -1.999 -5.035 -0.538 -0.616
C -1.095 -3.918 -0.097 0.332
C 0.255 -3.572 -0.093 -0.282
C 0.242 -2.420 0.520 -0.041
N -0.982 -2.113 0.706 -0.095
O -1.948 -2.958 0.518 -0.219
C 1.300 -1.780 0.987 0.460
N 2.576 -2.104 0.656 -0.201
N 3.369 -1.104 1.038 -0.330
C 2.726 -0.138 1.363 0.529
O 1.316 -0.154 1.211 -0.462
C 3.034 1.361 1.663 -0.343
C 3.705 1.831 0.425 -0.355
C 2.675 2.143 -0.546 0.629
O 2.754 1.411 -1.740 -0.668
N 1.539 2.851 -0.218 -0.555
H 1.526 3.133 0.619 0.377
C 0.489 2.971 -1.217 -0.313
C -0.444 2.096 -1.147 0.037
C -0.483 0.801 -1.596 -0.275
C -1.490 -0.191 -1.594 0.471
C -2.645 0.144 -0.518 -0.209
C -2.597 1.389 0.023 -0.254
C -1.679 2.292 -0.061 -0.167
H -1.703 3.364 0.027 0.220
C -3.647 1.623 0.881 0.976
F -3.290 1.761 2.116 -0.312
F -4.559 0.759 1.022 -0.311
F -4.527 2.618 0.559 -0.352
H -3.245 -0.748 -0.453 0.247
F -1.349 -1.263 -2.179 -0.272
H 0.354 0.502 -2.480 0.225
H 0.998 2.934 -2.270 0.260
H 0.091 3.904 -1.231 0.222
H 4.527 1.419 0.166 0.233
H 4.007 3.230 0.859 0.150
H 2.319 1.800 2.037 0.182
H 3.931 1.188 2.773 0.204
H 0.887 -4.217 -0.404 0.233
H -3.010 -5.105 0.129 0.222
H -2.357 -4.856 -1.448 0.222
H -1.570 -5.850 -0.470 0.202
```

The value obtained for the LUMO energy is -0.6 eV. Its total energy is -1499.7736 Eh. The HOMO energy is -8.562 eV.



Record 8
C7H6FN3O2 | wB97M-V/def2-TZVPD

XYZ file:
```
19
Properties=species:S:1:pos:R:3:nbo_charge:R:1
C -0.595 0.706 2.364 -0.190
C -0.781 -0.732 2.400 -0.197
C 0.103 1.269 1.302 -0.237
C -0.361 -1.459 1.352 -0.201
C 0.301 0.541 0.120 0.133
C 0.018 -0.822 0.127 0.051
C 0.841 0.647 -2.177 0.118
N 0.968 1.127 -0.944 -0.474
N 0.135 -1.427 -1.049 -0.013
N -0.408 0.227 -2.707 0.493
O -0.349 -0.146 -3.845 -0.382
O -1.401 0.292 -2.021 -0.389
F 0.550 -2.722 -0.822 -0.253
H -0.924 1.196 3.266 0.220
H -1.213 -1.260 3.316 0.225
H 0.283 2.364 1.442 0.227
H -0.544 -2.460 1.448 0.227
H 1.766 0.814 -2.772 0.228
H 1.610 1.845 -0.799 0.413
```

The value obtained for the LUMO energy (alpha / beta) is -1.1 / -1.3 eV. Its total energy is -684.6932 Eh. For the relative energy (zero: lowest compared OMol25 entry of this formula, charge and spin), the calculation gives 146.71 kcal/mol. The HOMO energy (alpha / beta) is -8.398 / -8.182 eV.